1.
A cluster of 3 separate species, C16H32N2O3P in total in a non-equilibrium geometry, computed with the ωB97M-V functional and the def2-TZVPD basis.

Geometry as XYZ:
```
54
Properties=species:S:1:pos:R:3:forces:R:3:lowdin_charge:R:1
C 6.3697 -1.2204 -2.7898 -0.0833 -0.3511 -0.2333 -0.027
C 5.5716 -2.4928 -2.7405 0.2132 -0.0669 0.0156 -0.405
N 5.7814 -3.2771 -1.7758 -0.1283 -0.2386 0.1343 0.162
C 4.5721 -2.7855 -3.8698 -0.2639 0.4559 0.4527 -0.072
C 3.2365 -3.1453 -3.2881 -0.2885 0.2945 -0.1876 -0.161
C 2.8807 -4.4438 -2.9384 0.0702 0.1087 0.0856 0.036
C 1.6460 -4.7251 -2.3698 0.0766 0.4989 -0.0598 0.017
C 0.7646 -3.6816 -2.1568 0.5444 -0.9518 -0.0786 -0.051
N 1.1173 -2.4313 -2.5000 -0.5189 0.0452 0.2428 -0.144
P -0.0044 -1.0729 -2.2187 -0.5297 1.3886 -0.2260 0.784
O 0.1731 -0.0498 -3.2462 0.2436 -0.1413 -0.1929 -0.347
C 2.3020 -2.1397 -3.0621 0.4515 -0.6819 -0.0244 0.017
H 6.1258 -0.6051 -3.6473 -0.0508 0.2083 -0.0217 0.074
H 7.4141 -1.5071 -2.8527 0.2181 0.1146 0.0184 0.091
H 6.2270 -0.6876 -1.8576 0.0201 0.2322 0.0768 0.087
H 5.2186 -4.1259 -1.8309 0.0141 -0.0400 0.0874 0.046
H 4.9508 -3.5725 -4.5116 0.0798 -0.1421 -0.1161 0.136
H 4.4441 -1.8809 -4.4549 0.0771 0.0058 -0.2878 0.116
H 3.5908 -5.2394 -3.1061 0.0015 -0.1658 -0.0912 0.137
H 1.4015 -5.7386 -2.1068 -0.2565 -0.0851 0.0906 0.129
H -0.2084 -3.8678 -1.7340 -0.2062 0.2944 0.0716 0.133
H 0.3465 -0.6237 -0.9367 0.0054 -0.4954 0.1282 0.045
H -1.2751 -1.6649 -2.1497 0.2555 -0.3990 0.1688 0.046
H 2.4862 -1.1111 -3.3282 -0.1474 0.1927 -0.0111 0.145
C -3.5372 0.9245 1.1174 -0.0630 -0.0732 0.0096 -0.067
C -2.9475 0.8984 -0.2801 -0.0481 0.1307 0.0849 -0.282
O -3.4087 -0.1777 -1.0856 0.3491 -0.2010 -0.0781 -0.201
C -4.8098 -0.2123 -1.3284 -0.2077 -0.0033 -0.0484 -0.275
C -5.3412 1.0157 -2.0442 0.1459 0.0803 0.0368 -0.073
H -3.3567 -0.0222 1.6295 0.0258 0.0078 0.0076 0.084
H -3.0882 1.7294 1.7007 0.0114 0.0043 -0.0056 0.076
H -4.6141 1.0911 1.1011 0.0103 0.0677 -0.0022 0.074
H -1.8639 0.7692 -0.2117 0.0071 -0.0328 -0.0419 0.096
H -3.1144 1.8528 -0.7883 -0.0204 -0.0001 0.0065 0.113
H -5.3519 -0.3817 -0.3930 0.0211 0.0452 0.0175 0.110
H -4.9735 -1.0940 -1.9483 0.0786 -0.0232 0.0082 0.117
H -5.2325 1.9189 -1.4428 -0.0696 -0.0110 0.0234 0.070
H -6.4011 0.8889 -2.2624 -0.0037 -0.0230 -0.0079 0.082
H -4.8071 1.1739 -2.9820 -0.0276 -0.0221 -0.0201 0.083
C -0.7538 1.8206 5.8961 -0.0309 0.1205 0.0590 -0.077
C -1.0058 2.2670 4.4661 0.0969 -0.0958 0.0010 -0.294
O -1.8967 3.3573 4.3453 -0.1365 -0.0369 -0.1319 -0.166
C -1.5007 4.5603 4.9830 0.0406 0.1172 0.0906 -0.277
C -0.1896 5.1307 4.4707 0.0388 -0.1370 -0.0602 -0.079
H -1.6954 1.5868 6.3939 -0.0038 -0.0304 -0.0135 0.084
H -0.1216 0.9321 5.9071 -0.0123 -0.0133 -0.0172 0.076
H -0.2509 2.5910 6.4815 0.0516 -0.0201 -0.0168 0.068
H -1.4739 1.4511 3.9123 -0.0551 0.0369 -0.0204 0.106
H -0.0584 2.4875 3.9588 0.0282 0.0184 0.0520 0.106
H -1.4632 4.4221 6.0688 0.0471 -0.0181 -0.0012 0.109
H -2.3061 5.2676 4.7867 -0.0455 -0.0559 -0.0334 0.119
H 0.6536 4.4708 4.6804 0.0103 0.0350 0.0581 0.065
H 0.0128 6.0888 4.9490 -0.0190 0.0140 -0.0031 0.079
H -0.2347 5.2813 3.3910 -0.0172 0.0383 0.0046 0.080
```
Forces are in eV/Å.

Energy above the lowest of the compared OMol25 structures with the same formula, charge and spin, kJ/mol: 0.0
Spin multiplicity: 1
Molecular weight, g/mol: 331.4
Kohn-Sham gap, eV: 6.48
Total charge: +1


2.
A cluster of 4 separate species, C16H32NO5PS in total in a non-equilibrium geometry, computed with the ωB97M-V functional and the def2-TZVPD basis.

Geometry as XYZ:
```
56
Properties=species:S:1:pos:R:3:forces:R:3:lowdin_charge:R:1
H -3.8033 0.8466 -0.4931 0.0194 0.1308 0.2264 0.054
N -3.4128 -0.0036 -0.8959 0.0891 -0.2030 0.0592 0.107
C -3.5606 0.0278 -2.1486 -0.0384 0.3575 0.3600 -0.241
C -4.2259 1.1554 -2.8854 -0.1879 -0.3671 -0.0543 -0.131
C -5.7436 0.9487 -3.0403 0.9427 -0.0510 -0.2372 -0.205
O -6.0562 -0.4315 -2.7920 -0.4657 0.0914 0.3284 -0.030
C -7.2282 -0.7339 -2.2332 -0.0318 -1.5691 0.5495 -0.633
O -7.4311 -1.8209 -1.7354 0.1694 1.1532 -0.5356 0.067
P -8.7005 0.4195 -2.3344 -0.3750 0.5422 -0.8004 0.406
S -8.9374 1.4593 -3.9549 0.0786 0.0135 0.1275 0.144
H -3.1930 -0.8081 -2.7197 0.0876 -0.3364 -0.2573 0.108
H -4.0485 2.0687 -2.3423 0.0585 0.3996 0.2657 0.111
H -3.7819 1.2910 -3.8576 0.2137 -0.0881 -0.4180 0.108
H -6.0236 1.1746 -4.0506 -0.4125 0.2359 -0.3260 0.090
H -6.2446 1.6060 -2.3489 -0.4503 0.0720 0.2219 0.099
H -8.6635 1.1510 -1.1340 0.1048 -0.1698 0.1325 -0.012
H -9.7462 -0.4855 -2.1423 0.2061 -0.2173 0.3621 -0.012
C 0.6938 2.6418 1.4352 -0.1084 -0.0606 0.0454 -0.165
C 0.8678 1.3031 0.7190 0.0820 0.2381 0.0083 -0.183
C -0.2405 1.3640 -0.3187 -0.1155 0.0014 0.0801 -0.201
O -0.4061 2.7493 -0.6544 0.0015 -0.0259 0.0304 -0.146
C 0.3054 3.5593 0.2829 0.0830 -0.0356 -0.0734 -0.207
H 1.5876 2.9802 1.9587 0.0191 0.0037 -0.0101 0.103
H -0.1219 2.5792 2.1598 0.0056 0.0159 -0.0014 0.114
H 1.8392 1.2620 0.2277 0.0139 -0.0645 -0.0207 0.099
H 0.7852 0.4387 1.3748 -0.0082 -0.0212 0.0104 0.106
H -1.1860 0.9903 0.0837 0.0317 -0.0779 -0.0047 0.095
H -0.0038 0.8004 -1.2213 -0.0059 0.0312 -0.0407 0.117
H 1.1926 3.9702 -0.2119 0.0143 0.0236 0.0500 0.117
H -0.3312 4.3888 0.5940 -0.0290 0.0030 -0.0360 0.114
C 2.2764 -3.5888 -0.1123 0.0113 -0.0099 -0.0758 -0.161
C 3.7301 -3.1239 -0.1599 -0.0188 0.0143 0.0731 -0.166
C 3.5921 -1.7413 -0.7836 -0.0145 -0.0054 -0.0340 -0.191
O 2.3188 -1.2394 -0.3645 0.0337 -0.0861 0.0325 -0.163
C 1.5509 -2.2935 0.2236 0.0355 0.0493 0.0160 -0.208
H 2.0899 -4.3760 0.6162 0.0077 -0.0013 0.0215 0.113
H 1.9657 -3.9519 -1.0941 -0.0088 0.0016 0.0007 0.115
H 4.1307 -3.0434 0.8538 -0.0028 -0.0016 -0.0038 0.097
H 4.3835 -3.7801 -0.7321 -0.0001 -0.0120 -0.0170 0.113
H 3.6044 -1.7953 -1.8773 0.0355 -0.0219 0.0059 0.119
H 4.3711 -1.0480 -0.4616 -0.0349 0.0481 0.0115 0.112
H 1.5067 -2.1343 1.3078 -0.0347 -0.0489 0.0024 0.106
H 0.5349 -2.2574 -0.1706 -0.0064 0.0508 -0.0072 0.121
C 4.7468 -0.9817 3.5920 0.0024 0.0604 0.0496 -0.161
C 3.5490 -0.1695 3.1034 -0.0230 -0.1029 -0.0673 -0.162
C 4.2316 1.0302 2.4646 0.0535 0.0750 0.0200 -0.196
O 5.4840 0.5597 1.9586 -0.0312 -0.0457 0.0080 -0.137
C 5.7543 -0.7446 2.4744 -0.0627 -0.0031 -0.0747 -0.202
H 4.5295 -2.0378 3.7461 -0.0144 -0.0146 -0.0155 0.110
H 5.1215 -0.5702 4.5316 0.0104 -0.0107 0.0016 0.113
H 2.9964 -0.7305 2.3453 0.0126 0.0328 -0.0239 0.088
H 2.8547 0.1111 3.8940 0.0093 0.0103 0.0249 0.115
H 4.4272 1.8201 3.1986 -0.0513 -0.0119 0.0175 0.120
H 3.6528 1.4543 1.6439 0.0503 0.0050 -0.0317 0.099
H 5.6273 -1.4732 1.6651 0.0256 -0.0338 0.0451 0.096
H 6.7887 -0.7866 2.8161 0.0233 0.0367 -0.0215 0.117
```
Forces are in eV/Å.

Spin multiplicity: 1
Molecular weight, g/mol: 381.5
SMILES: [H]/N=C\CCOC(=O)[PH2]=S.C1CCOC1.C1CCOC1.C1CCOC1
Kohn-Sham gap, eV: 9.63


3.
A structure of composition C16H32NOPSiTi in a non-equilibrium geometry, computed with the ωB97M-V functional and the def2-TZVPD basis.

Geometry as XYZ:
```
53
Properties=species:S:1:pos:R:3:forces:R:3:lowdin_charge:R:1
C -2.8073 0.2083 -3.8312 -0.2183 -0.0979 0.0235 -0.096
C -2.6082 -1.0015 -3.1662 0.2698 -0.0778 0.1453 -0.060
C -1.8346 -1.0548 -1.9944 -0.8912 0.6038 -0.8651 -0.278
C -1.3037 0.1346 -1.4764 0.6405 -0.0543 0.1485 -0.156
C -1.4886 1.3477 -2.1557 -0.6595 -0.5510 -0.7158 -0.319
C -2.2743 1.3841 -3.3141 0.2781 0.3086 0.0164 -0.066
C -1.6852 -2.3864 -1.2977 -0.1413 -0.3710 0.0597 -0.132
C -0.2711 -2.9470 -1.0318 0.5289 -0.3083 -0.3929 -0.177
N 0.8336 -1.9659 -1.0226 -0.2827 0.6509 0.8020 -0.357
Ti 0.1145 -0.0937 0.0727 0.6028 0.7408 -0.5136 0.592
C -0.8239 2.6106 -1.6784 0.2070 1.1334 0.0398 -0.280
P 0.8085 2.2557 -0.9268 -1.4377 -3.2949 0.5576 0.666
H -3.0451 -1.9238 -3.5529 0.0634 0.2218 -0.0784 0.102
H -2.4375 2.3475 -3.8108 0.0131 -0.4039 -0.0102 0.106
H -3.3847 0.2297 -4.7553 0.0753 0.0161 0.2340 0.096
H -1.4189 3.1383 -0.9123 0.1394 -0.1997 -0.1968 0.103
H -0.6333 3.3140 -2.5078 -0.3449 -0.1423 0.1336 0.092
H -2.2255 -2.3723 -0.3398 0.1143 0.1727 -0.1859 0.120
H -2.1828 -3.1421 -1.9183 -0.0730 0.1071 0.2103 0.107
H -0.2666 -3.4717 -0.0645 -0.0001 0.2034 -0.3425 0.120
C 1.4476 3.6541 -0.0146 0.2535 0.3665 0.1748 -0.215
C 1.8488 2.0950 -2.4098 0.4536 0.7630 -0.3959 -0.239
H -0.0010 -3.6841 -1.8105 -0.2643 -0.0439 0.2242 0.122
C 1.3180 -1.6813 -2.3794 0.0299 -0.1600 -0.0002 -0.069
C 1.9493 -2.4172 -0.1677 0.0542 -0.1219 -0.2610 -0.089
H 0.2354 1.5949 0.3997 -1.9162 2.0442 0.9617 -0.066
H 1.7084 -2.6230 -2.7981 0.0532 0.1891 -0.1512 0.093
H 0.5073 -1.3101 -3.0159 0.1509 -0.0871 0.2240 0.094
H 2.1225 -0.9333 -2.3493 -0.2242 -0.2134 0.0730 0.086
H 2.5297 -3.1671 -0.7214 0.1236 -0.0895 0.2301 0.090
H 2.5973 -1.5644 0.0868 -0.1822 -0.2766 -0.1413 0.082
H 1.5638 -2.8603 0.7593 0.1023 0.2215 -0.2530 0.087
H 1.9772 3.0990 -2.8357 0.1519 -0.1951 -0.2419 0.044
H 2.8274 1.6867 -2.1369 -0.1560 0.1075 -0.0161 0.046
H 1.3837 1.4444 -3.1588 -0.0773 0.1033 0.2665 0.051
H 1.5622 4.5078 -0.6965 0.0642 -0.1886 0.2250 0.058
H 0.7622 3.9119 0.8038 0.2003 -0.1042 -0.2958 0.057
H 2.4246 3.3791 0.4080 -0.2484 0.1498 -0.1219 0.062
H 1.4592 0.9292 -0.2117 2.8567 -0.3360 -0.9046 -0.063
C 1.4651 -1.0553 4.0598 0.0687 -0.0258 0.2432 -0.174
Si -0.1100 -0.2491 3.4340 -0.1797 -0.1167 -1.1947 0.308
C -1.6275 -1.0554 4.1673 -0.0294 0.0183 0.3488 -0.175
C -0.0829 1.5994 3.7789 -0.0246 -0.0182 0.2512 -0.174
O -0.2299 -0.5104 1.7997 -0.0650 -0.5674 1.9022 -0.454
H 1.4952 -1.0304 5.1594 0.0602 -0.0360 -0.2105 0.029
H 2.3640 -0.5429 3.6896 -0.2245 -0.0723 0.0373 0.029
H 1.5247 -2.1074 3.7468 -0.0607 0.2235 0.0673 0.026
H -1.6028 -1.0234 5.2641 -0.1164 -0.0610 -0.1283 0.027
H -2.5383 -0.5454 3.8278 0.1848 -0.0722 0.0540 0.033
H -1.6948 -2.1050 3.8526 0.0528 0.1931 0.0696 0.030
H 0.8062 2.0881 3.3615 -0.1215 -0.1497 0.0201 0.021
H -0.9695 2.0971 3.3664 0.1405 -0.1439 0.0315 0.031
H -0.0783 1.7714 4.8645 0.0053 0.0424 -0.1574 0.028
```
Forces are in eV/Å.

Energy above the lowest of the compared OMol25 structures with the same formula, charge and spin, kJ/mol: 64.9
Spin multiplicity: 3
Molecular weight, g/mol: 361.4
Kohn-Sham gap (alpha / beta), eV: 6.02 / 8.29


4.
A structure of composition C16H33AlF8IO9P2 in a non-equilibrium geometry, computed with the ωB97M-V functional and the def2-TZVPD basis.

Geometry as XYZ:
```
70
Properties=species:S:1:pos:R:3:forces:R:3:lowdin_charge:R:1
C -1.2236 1.5263 -0.5630 -1.0223 0.3162 -0.0076 -0.181
C -0.9377 3.1089 -0.1381 -1.2487 -0.1949 0.6832 -0.373
C -0.0637 3.2681 1.2484 -0.0842 1.2500 -1.9284 -0.811
I -1.1973 2.4691 2.9787 0.3625 0.4905 -0.7871 0.621
Al 1.7881 2.3576 1.1850 0.2111 0.2544 0.3394 0.141
C 3.1063 3.3988 -0.0505 1.1022 0.2056 -1.0690 -0.266
C 3.2895 2.6442 -1.5312 0.1452 0.0572 2.0836 -0.274
O 3.2704 3.6594 -2.5964 0.3263 -2.1195 -2.2861 -0.194
C 3.6414 3.0853 -3.9091 1.5042 0.8819 -0.0976 -0.104
C 2.3977 2.9751 -4.9804 0.1774 2.9572 -0.3909 -0.154
F 1.9522 4.4032 -5.2066 1.0711 -4.2651 0.5449 -0.011
F 2.8485 2.5266 -6.3512 -1.4438 0.7110 4.0991 -0.019
C 1.0782 2.1789 -4.4523 -3.6948 1.4134 -0.2900 -0.085
F 0.5013 2.7099 -3.1680 2.4423 -1.4743 -4.4621 0.033
F -0.0016 2.4414 -5.4780 3.2223 -0.7554 2.9650 0.003
C 1.1804 0.5697 -4.2991 -2.4690 -2.1072 1.6568 -0.101
F 0.6074 0.2019 -2.9504 1.9822 1.1810 -4.4241 0.007
F 0.2754 -0.0801 -5.3022 3.1262 2.1778 2.8419 0.010
C 2.6526 -0.1116 -4.3933 0.5003 -3.1247 1.2173 -0.036
F 3.3063 -0.1593 -3.0322 -2.0908 0.4285 -4.5114 -0.027
F 2.4275 -1.5637 -4.7484 0.5926 4.1196 1.0321 -0.045
H -0.4021 0.7859 -0.1782 -1.4349 1.5683 -0.9428 0.036
H -1.4112 1.4364 -1.7376 0.6292 0.1412 2.5654 0.065
H -2.2510 1.1976 -0.0656 2.2261 0.6443 -0.9537 0.065
H -0.4698 3.7243 -1.0207 -0.5486 -1.2414 1.7581 0.088
H -2.0137 3.5818 0.0644 2.1748 -0.8497 -0.6150 0.085
H 0.1323 4.4168 1.4303 -0.7777 -2.1355 -0.0983 0.034
H 1.7001 0.8027 0.7670 -0.0198 -0.0864 -0.3458 -0.088
H 2.4381 2.3631 2.6620 0.0448 0.2102 0.1505 -0.107
H 4.1598 3.3789 0.4884 -1.9722 0.1342 -1.1544 0.042
H 2.8210 4.5361 -0.1656 0.5359 -2.1645 -0.1318 0.058
H 4.3655 2.1657 -1.5292 -2.1610 0.5081 -0.1497 0.121
H 2.4334 1.8311 -1.6682 1.8761 1.6904 0.0456 0.093
H 4.4072 3.8671 -4.3882 -1.9208 -1.6529 0.7186 0.161
H 4.2747 2.0798 -3.8106 -1.7519 1.9009 -0.1490 0.139
H 3.3678 0.2994 -5.2208 -1.3560 -0.6288 1.8874 0.177
C 0.9522 -2.7120 7.2705 0.2680 -0.5770 0.3835 -0.125
O 0.7218 -1.6847 6.3333 -0.6802 1.0290 -0.0653 -0.203
P -0.3857 -0.5514 6.6078 0.0512 1.4656 -1.5226 0.446
O -0.3193 0.6035 5.6558 -0.0301 -2.1923 1.7390 -0.303
O -0.1765 -0.1491 8.1537 -0.9096 -0.6748 -0.6004 -0.237
C 1.0387 0.4794 8.5047 0.6437 0.4586 0.0296 -0.114
O -1.7810 -1.3560 6.6254 1.4303 0.3763 0.7317 -0.216
C -2.8470 -0.8337 5.8558 -0.9815 0.3545 -0.5752 -0.113
H 2.0269 -2.7509 7.4706 -0.1123 -0.0225 -0.0337 0.090
H 0.4280 -2.5462 8.2147 -0.0127 0.0108 -0.0772 0.084
H 0.6382 -3.6700 6.8497 -0.0228 0.0998 0.0187 0.090
H 1.5051 0.9686 7.6424 -0.1052 -0.0347 0.1181 0.096
H 1.7227 -0.2640 8.9112 0.1076 -0.0445 0.0324 0.081
H 0.8373 1.2315 9.2717 -0.0743 -0.1297 -0.1340 0.090
H -2.8512 -1.3127 4.8735 0.0151 0.1534 0.0700 0.096
H -2.7782 0.2511 5.7334 0.1477 -0.2121 -0.0606 0.080
H -3.7928 -1.0552 6.3603 0.2588 -0.1212 0.0623 0.085
C -2.8526 -5.7207 -1.9743 -0.0717 -0.7664 -0.0637 -0.124
O -2.7207 -4.3868 -1.5383 -0.1274 1.1558 -0.4126 -0.209
P -2.7700 -3.1681 -2.5865 0.4166 1.7253 0.6667 0.447
O -2.8856 -1.8201 -1.9431 0.1099 -2.4055 -0.8932 -0.236
O -3.9861 -3.5367 -3.5767 1.1921 0.0207 -0.0750 -0.235
C -5.2880 -3.5592 -3.0294 -0.6309 0.1435 0.3466 -0.116
O -1.4683 -3.3861 -3.5099 -1.8498 -0.5971 0.6598 -0.204
C -0.6330 -2.2671 -3.7378 0.7631 0.8510 -0.3620 -0.132
H -3.6278 -6.1983 -1.3680 0.0982 0.0290 -0.0531 0.089
H -3.1390 -5.7937 -3.0261 0.0531 0.0492 0.0519 0.085
H -1.9102 -6.2517 -1.8216 -0.0529 0.0919 -0.0421 0.091
H -5.3569 -2.9463 -2.1238 0.0150 -0.0452 -0.1574 0.092
H -5.5591 -4.5866 -2.7910 -0.0674 -0.0863 0.0565 0.081
H -5.9891 -3.1718 -3.7728 0.1881 -0.0309 0.0565 0.091
H 0.1759 -2.2654 -3.0029 -0.1522 0.0651 -0.0736 0.096
H -1.1806 -1.3219 -3.6812 0.0466 -0.3349 0.1479 0.074
H -0.1992 -2.3443 -4.7397 -0.1803 -0.2462 0.2364 0.081
```
Forces are in eV/Å.

Spin multiplicity: 1
Molecular weight, g/mol: 737.2
Kohn-Sham gap, eV: 6.20
Total charge: -1